Record 1
DFT (ωB97M-V/def2-TZVPD) results for C50H24AsBiBr4F15GeO2PS as an isolated structure.

Last column: Mulliken charge in e.
Positions of all 100 atoms, in Å:
Bi (-0.47, 1.19, -1.19)  0.940
Br (-5.09, -1.23, 3.62)  -0.146
C (-4.26, -0.85, 1.97)  0.252
C (-4.76, -1.36, 0.78)  0.080
Br (-6.37, -2.34, 0.78)  -0.124
C (-4.09, -1.12, -0.42)  0.153
Br (-4.70, -1.81, -2.06)  -0.015
C (-2.95, -0.32, -0.46)  0.763
O (-2.28, -0.06, -1.57)  -1.194
C (-2.48, 0.24, 0.75)  -0.681
O (-1.38, 1.02, 0.70)  0.099
C (-3.12, -0.04, 1.94)  -0.051
Br (-2.35, 0.67, 3.51)  -0.023
C (-0.18, -2.51, -1.76)  0.352
C (0.52, -3.87, -1.67)  -1.615
As (-0.42, -5.37, -2.57)  0.153
C (-0.90, -4.43, -4.21)  0.172
C (-0.17, -4.74, -5.35)  -0.680
C (-0.41, -4.08, -6.55)  -0.552
C (-1.40, -3.10, -6.61)  -0.504
C (-2.14, -2.79, -5.48)  -0.667
C (-1.90, -3.45, -4.29)  0.495
C (-2.09, -5.27, -1.57)  0.272
C (-2.06, -5.13, -0.18)  -0.201
C (-3.23, -5.16, 0.56)  -0.326
C (-4.45, -5.36, -0.07)  -0.667
C (-4.49, -5.52, -1.45)  -0.654
C (-3.32, -5.47, -2.19)  -0.480
P (0.64, -1.22, -0.77)  -1.123
C (0.44, -1.64, 0.97)  1.447
C (1.34, -1.18, 1.94)  -0.506
C (1.10, -1.45, 3.28)  -0.891
C (-0.02, -2.16, 3.66)  -0.931
C (-0.93, -2.59, 2.71)  -0.723
C (-0.71, -2.33, 1.37)  -0.187
C (2.39, -1.26, -1.21)  1.356
C (2.81, -0.48, -2.28)  -0.476
C (4.12, -0.51, -2.71)  -0.750
C (5.04, -1.33, -2.06)  -0.529
C (4.63, -2.12, -1.00)  -0.847
C (3.31, -2.10, -0.57)  -0.094
H (-1.22, -2.55, -1.45)  -0.195
H (-0.18, -2.14, -2.78)  0.755
H (0.67, -4.17, -0.63)  0.486
H (1.51, -3.82, -2.12)  0.590
H (0.59, -5.51, -5.31)  0.369
H (0.16, -4.33, -7.43)  0.396
H (-1.59, -2.59, -7.55)  0.397
H (-2.91, -2.03, -5.52)  0.455
H (-2.49, -3.20, -3.41)  0.028
H (-1.12, -5.00, 0.33)  0.371
H (-3.19, -5.05, 1.64)  0.366
H (-5.36, -5.39, 0.51)  0.543
H (-5.44, -5.66, -1.95)  0.394
H (-3.37, -5.59, -3.27)  0.456
H (2.19, -0.59, 1.65)  0.682
H (1.80, -1.08, 4.02)  0.489
H (-0.21, -2.35, 4.71)  0.413
H (-1.83, -3.12, 3.01)  0.396
H (-1.44, -2.66, 0.64)  0.189
H (2.10, 0.17, -2.79)  0.321
H (4.44, 0.11, -3.54)  0.453
H (6.07, -1.35, -2.38)  0.418
H (5.34, -2.77, -0.49)  0.455
H (2.99, -2.72, 0.25)  0.435
F (-0.11, 6.43, 0.44)  -0.274
C (1.12, 6.34, -0.07)  0.618
C (1.91, 5.23, 0.18)  -0.628
C (3.19, 5.25, -0.35)  0.218
F (4.03, 4.23, -0.11)  -0.314
C (3.67, 6.30, -1.12)  0.010
F (4.90, 6.27, -1.62)  -0.293
C (2.84, 7.38, -1.36)  0.748
F (3.28, 8.40, -2.10)  -0.302
C (1.56, 7.40, -0.83)  0.070
F (0.77, 8.45, -1.06)  -0.294
Ge (1.43, 3.67, 1.30)  1.115
S (1.77, 1.88, 0.12)  -0.478
C (2.65, 3.79, 2.83)  -0.265
C (3.24, 2.69, 3.42)  -0.123
F (2.96, 1.46, 2.99)  -0.087
C (4.13, 2.80, 4.47)  -0.146
F (4.68, 1.71, 5.01)  -0.306
C (4.44, 4.05, 4.98)  0.790
F (5.29, 4.17, 5.99)  -0.301
C (3.85, 5.17, 4.43)  0.169
F (4.13, 6.38, 4.92)  -0.300
C (2.97, 5.03, 3.38)  0.501
F (2.39, 6.14, 2.91)  -0.343
C (-0.41, 3.87, 1.96)  -0.268
C (-1.44, 4.01, 1.06)  0.229
F (-1.17, 3.97, -0.27)  -0.642
C (-2.75, 4.21, 1.42)  0.349
F (-3.72, 4.31, 0.51)  -0.365
C (-3.06, 4.30, 2.77)  0.720
F (-4.31, 4.49, 3.15)  -0.331
C (-2.05, 4.19, 3.71)  0.102
F (-2.35, 4.25, 5.01)  -0.338
C (-0.75, 3.97, 3.29)  0.548
F (0.18, 3.84, 4.25)  -0.353

The orbital gap comes out at 7.1888 eV. As for the net charge: 0. The HOMO energy is -0.2916 hartree. The total energy comes out at -19131.1340 Ha.

---

Record 2
DFT (ωB97M-V/def2-TZVPD) results for C50H26ClCrF18GeN7O3S3 as an isolated structure in a non-equilibrium geometry.

Last column: Mulliken charge in e.
Positions of all 110 atoms, in Å:
Cr (1.73, -1.17, 0.65)  0.501
C (5.67, -0.23, 2.15)  -0.890
C (5.67, -0.66, 3.48)  -0.608
C (4.48, -1.08, 4.01)  -0.724
C (3.30, -1.09, 3.24)  -0.178
N (3.33, -0.77, 1.92)  1.660
C (4.50, -0.32, 1.43)  -0.872
N (2.17, -1.38, 3.95)  -0.262
C (1.01, -1.63, 3.44)  -0.361
N (0.72, -1.88, 2.14)  1.785
C (-0.60, -2.25, 2.06)  -0.749
N (-1.23, -2.73, 1.05)  -0.380
C (-0.73, -2.82, -0.22)  -0.380
C (-1.41, -3.73, -1.04)  -0.382
C (-1.03, -3.92, -2.35)  -1.020
C (0.00, -3.14, -2.84)  -0.719
C (0.64, -2.28, -1.98)  -0.981
N (0.34, -2.11, -0.68)  2.180
C (-1.21, -2.18, 3.39)  0.189
C (-2.50, -2.38, 3.83)  -0.315
C (-2.76, -2.16, 5.18)  -0.688
C (-1.75, -1.73, 6.05)  -0.763
C (-0.45, -1.54, 5.60)  -0.305
C (-0.20, -1.79, 4.26)  -0.009
H (6.57, 0.13, 1.68)  0.474
H (6.58, -0.65, 4.06)  0.411
H (4.39, -1.40, 5.04)  0.569
H (4.49, 0.00, 0.40)  0.293
H (-2.23, -4.28, -0.60)  0.581
H (-1.55, -4.64, -2.97)  0.390
H (0.32, -3.19, -3.87)  0.479
H (1.45, -1.67, -2.35)  0.073
H (-3.28, -2.68, 3.15)  0.563
H (-3.76, -2.31, 5.56)  0.405
H (-2.00, -1.53, 7.08)  0.419
H (0.34, -1.19, 6.25)  0.526
C (1.49, 4.88, -0.59)  -1.402
C (1.65, 3.77, -1.56)  1.549
C (1.50, 3.93, -2.91)  -1.166
C (1.72, 2.83, -3.74)  1.092
N (2.13, 1.67, -3.27)  -0.418
C (2.24, 1.50, -1.95)  0.343
S (2.83, 0.01, -1.38)  -0.776
N (1.99, 2.54, -1.10)  0.500
C (1.50, 2.94, -5.22)  -1.554
H (1.29, 5.82, -1.11)  0.394
H (2.38, 4.98, 0.03)  0.431
H (0.67, 4.65, 0.08)  0.120
H (1.23, 4.89, -3.33)  0.402
H (1.91, 2.31, -0.11)  -0.295
H (0.46, 3.23, -5.41)  0.316
H (1.71, 1.99, -5.69)  0.319
H (2.15, 3.71, -5.63)  0.460
Cl (5.82, -2.80, -0.12)  -0.217
C (4.99, -3.68, 1.14)  0.981
C (5.77, -4.38, 2.04)  -0.776
C (5.16, -5.13, 3.04)  -0.469
C (3.78, -5.14, 3.13)  -0.867
C (3.02, -4.43, 2.22)  -0.283
C (3.59, -3.68, 1.18)  -0.158
C (2.73, -3.03, 0.17)  -0.911
H (6.85, -4.37, 1.94)  0.434
H (5.76, -5.69, 3.74)  0.377
H (3.28, -5.72, 3.89)  0.398
H (1.94, -4.45, 2.29)  0.316
H (1.93, -3.73, -0.07)  0.526
H (3.30, -2.83, -0.74)  0.695
F (0.43, 3.18, 4.34)  -0.230
C (1.12, 2.27, 3.64)  0.349
F (1.59, 1.37, 4.50)  -0.174
F (2.19, 2.90, 3.10)  -0.256
S (0.12, 1.56, 2.22)  1.195
O (-0.40, 2.79, 1.69)  -0.342
O (-0.79, 0.64, 2.83)  -0.679
O (1.24, 0.97, 1.45)  -1.030
F (-0.51, 0.08, -3.64)  0.077
C (-1.53, 0.66, -4.26)  -0.811
C (-2.54, 1.25, -3.52)  0.165
C (-3.60, 1.81, -4.22)  0.748
F (-4.61, 2.37, -3.54)  -0.371
C (-3.65, 1.80, -5.60)  0.194
F (-4.69, 2.34, -6.26)  -0.344
C (-2.62, 1.22, -6.31)  0.701
F (-2.65, 1.21, -7.65)  -0.342
C (-1.56, 0.64, -5.64)  -0.182
F (-0.57, 0.06, -6.35)  -0.377
Ge (-2.58, 1.23, -1.49)  1.535
S (-0.90, 0.65, -0.40)  -0.414
C (-4.30, 0.16, -1.38)  0.144
C (-4.17, -1.13, -1.89)  -0.475
F (-3.05, -1.43, -2.55)  -0.257
C (-5.16, -2.08, -1.80)  -0.181
F (-5.00, -3.30, -2.33)  -0.337
C (-6.35, -1.75, -1.18)  0.737
F (-7.34, -2.64, -1.11)  -0.329
C (-6.53, -0.47, -0.68)  0.001
F (-7.70, -0.15, -0.11)  -0.322
C (-5.51, 0.46, -0.79)  0.482
F (-5.76, 1.70, -0.35)  -0.314
C (-2.90, 3.14, -0.98)  -0.189
C (-2.38, 4.19, -1.72)  0.437
F (-1.94, 3.97, -2.97)  -0.414
C (-2.27, 5.47, -1.21)  0.132
F (-1.75, 6.46, -1.96)  -0.407
C (-2.70, 5.73, 0.08)  0.791
F (-2.59, 6.96, 0.58)  -0.340
C (-3.22, 4.71, 0.85)  0.255
F (-3.65, 4.97, 2.08)  -0.358
C (-3.28, 3.43, 0.32)  -0.286
F (-3.72, 2.44, 1.10)  -0.457

The orbital gap (spin up / spin down) comes out at 6.6287 / 6.5077 eV. The calculation puts the energy above the lowest of the compared OMol25 structures with the same formula, charge and spin at 0.514 eV. The expectation value of S² is 3.8508. As for the net charge: -1. As for the spin multiplicity: 4. The HOMO energy (spin up / spin down) is -0.1855 / -0.1857 hartree. The total energy comes out at -9103.9291 Ha.

---

What is the net charge in the second record? -1

---

Number 2 is which compound? C50H26ClCrF18GeN7O3S3

---

The highest net charge belongs to which entry? C50H24AsBiBr4F15GeO2PS

---

Among the records above, which one has the highest net charge? C50H24AsBiBr4F15GeO2PS